This record from the Open Molecules 2025 dataset describes a cluster of 2 separate species, C14H19BrClFN4 in total. The level of theory is ωB97M-V/def2-TZVPD.

The geometry in XYZ format:
```
40
Properties=species:S:1:pos:R:3:forces:R:3
Cl -1.634 0.197 5.594 -0.14 -0.40 -0.63
C -2.175 -0.960 4.357 -0.02 0.31 1.17
N -1.667 -0.633 2.989 0.10 0.08 -0.23
C -2.183 0.702 2.492 -0.62 -0.19 1.55
C -1.717 0.933 1.092 0.55 0.33 -1.64
N -0.947 -0.271 0.664 0.47 0.24 -1.46
F -0.517 -0.046 -0.749 -0.59 -0.26 1.83
C -1.793 -1.499 0.693 0.47 0.22 -1.55
C -2.225 -1.706 2.107 -0.62 -0.55 1.16
C 0.280 -0.447 1.493 0.58 0.32 -1.63
C -0.155 -0.696 2.901 -0.40 -0.34 1.62
H -1.802 -1.957 4.620 -0.14 0.28 -0.08
H -3.271 -0.943 4.314 0.32 -0.04 0.03
H -3.283 0.646 2.526 0.40 0.08 0.20
H -1.831 1.474 3.189 -0.17 -0.24 -0.20
H -2.548 1.047 0.387 0.25 0.05 0.12
H -1.041 1.790 1.005 -0.16 -0.16 -0.07
H -2.641 -1.328 0.024 0.25 -0.08 -0.01
H -1.176 -2.326 0.328 -0.17 0.20 -0.10
H -1.855 -2.661 2.506 -0.29 0.22 -0.15
H -3.319 -1.655 2.206 0.33 -0.20 -0.02
H 0.830 -1.296 1.071 -0.06 0.29 0.05
H 0.874 0.466 1.387 -0.07 -0.21 -0.06
H 0.249 0.043 3.607 -0.11 -0.28 -0.19
H 0.135 -1.709 3.219 -0.10 0.44 0.09
C 0.245 0.670 -3.689 -0.45 0.56 0.20
N -0.415 1.830 -3.642 -3.24 -1.00 -1.34
N -1.346 2.498 -3.786 2.57 -0.71 0.88
C 1.669 0.689 -3.645 2.00 0.06 0.11
C 2.452 -0.453 -3.972 -0.50 0.68 0.30
C 3.839 -0.429 -3.852 0.09 0.55 0.15
C 4.481 0.750 -3.429 -0.77 -0.06 0.04
Br 6.357 0.772 -3.183 -0.24 0.00 -0.08
C 3.728 1.907 -3.164 -0.04 -0.48 -0.20
C 2.338 1.876 -3.283 0.51 -0.48 -0.05
H -0.300 -0.240 -3.962 -0.19 0.77 0.04
H 1.939 -1.340 -4.344 0.22 0.08 0.15
H 4.433 -1.310 -4.084 -0.16 0.20 0.01
H 4.227 2.825 -2.869 -0.03 -0.13 -0.07
H 1.765 2.787 -3.115 0.17 -0.12 0.09
```
Forces are in eV/Å.

Computed properties:
HOMO in eV: -11.91
Multiplicity: 1
Electronic energy in hartree: -3897.1597
Gap between HOMO and LUMO in eV: 3.848
Net charge: +2

Löwdin atomic charge list, values in e, 4 entries:
1. Cl 0.74
2. C -0.47
3. N -0.28
4. C -0.05



This record from the Open Molecules 2025 dataset describes the ion C14H19ClN3O2 with charge +1. The level of theory is ωB97M-V/def2-TZVPD.

The geometry in XYZ format:
```
39
Properties=species:S:1:pos:R:3:forces:R:3
C 0.061 -2.328 3.472 -0.87 0.72 -0.25
C 0.422 -2.340 1.995 0.48 -1.88 1.16
N 0.220 -1.068 1.294 1.26 0.52 -0.67
C 1.159 0.046 1.688 -0.01 1.33 0.89
C 1.912 0.664 0.524 -0.33 -1.28 -2.53
O 1.969 -0.005 -0.508 -0.06 0.23 0.74
N 2.489 1.901 0.534 -1.24 -1.79 -0.11
C 3.197 2.438 -0.612 0.92 0.23 -0.70
C 3.449 3.900 -0.139 -0.19 -0.47 -0.60
N 3.269 3.787 1.285 0.28 0.93 0.00
C 2.448 2.758 1.592 1.18 1.58 2.38
O 1.924 2.614 2.676 -0.67 -0.74 -0.19
C -1.187 -0.616 1.332 -1.03 1.77 -0.59
C -1.480 0.010 -0.034 -0.12 -0.73 0.22
C -1.297 1.378 -0.276 -0.56 -0.70 0.38
C -1.549 1.898 -1.537 0.10 -0.72 -0.03
C -1.892 1.041 -2.589 0.26 0.36 -0.13
C -1.964 -0.338 -2.379 -0.31 0.09 0.54
C -1.826 -0.864 -1.084 0.42 1.92 -0.49
Cl -2.043 -2.537 -0.800 0.01 -0.54 -0.10
H -0.975 -1.951 3.595 0.57 -0.22 0.21
H 0.081 -3.351 3.852 0.17 0.20 0.02
H 0.750 -1.683 4.024 -0.18 -0.22 0.16
H -0.162 -3.125 1.485 0.14 0.59 -0.06
H 1.470 -2.649 1.954 -0.02 0.32 -0.54
H 0.453 -1.268 0.300 0.05 0.31 0.20
H 1.912 -0.303 2.380 0.07 -0.35 0.31
H 0.618 0.847 2.207 0.05 -0.44 0.02
H 4.168 1.882 -0.774 -1.19 0.51 0.06
H 2.559 2.417 -1.517 0.54 -0.24 0.50
H 4.442 4.234 -0.418 0.01 0.15 -0.01
H 2.675 4.556 -0.546 0.25 0.11 -0.26
H 3.315 4.616 1.876 -0.24 -0.58 -0.13
H -1.360 0.118 2.144 0.41 -0.46 -0.42
H -1.826 -1.456 1.527 -0.17 -0.42 -0.05
H -1.065 1.986 0.599 0.05 0.19 -0.39
H -1.446 2.947 -1.719 -0.05 0.46 -0.04
H -2.078 1.505 -3.580 0.16 -0.70 0.73
H -2.172 -1.020 -3.184 -0.13 -0.04 -0.22
```
Forces are in eV/Å.

Computed properties:
Energy above the lowest of the compared OMol25 structures with the same formula, charge and spin in kcal/mol: 0.00
SMILES: CC[N@H+](CC(=O)N1CCNC1=O)Cc1ccccc1Cl
HOMO in eV: -12.47
Multiplicity: 1
Electronic energy in hartree: -1319.6302
Gap between HOMO and LUMO in eV: 10.211
Net charge: +1

Löwdin atomic charge list, values in e, 4 entries:
1. C -0.05
2. C -0.19
3. N -0.08
4. C 0.00



This record from the Open Molecules 2025 dataset describes a structure of composition C14H19ClN4O2Ru. The level of theory is ωB97M-V/def2-TZVPD.

The geometry in XYZ format:
```
41
Properties=species:S:1:pos:R:3:forces:R:3
Cl -0.080 3.076 1.861 -0.05 0.12 0.20
C -0.980 3.275 -2.294 1.02 0.03 -2.13
C -0.488 2.182 -3.165 0.91 2.20 -1.74
C 0.841 1.809 -2.648 0.30 1.57 -1.24
H -0.989 1.768 -4.026 0.14 0.28 -0.26
C 1.184 2.787 -1.617 0.27 -1.31 -0.83
C 0.082 3.642 -1.426 -0.34 -0.99 0.12
H 0.043 4.396 -0.659 -0.09 0.18 0.02
H -1.934 3.765 -2.424 0.05 0.02 0.19
H 1.519 1.086 -3.079 -0.02 0.17 -0.19
C 2.495 2.824 -0.915 0.07 -0.07 0.51
Ru -0.744 1.275 -1.492 -0.77 -0.71 3.72
C -1.368 -0.290 -2.292 -0.28 -3.24 -2.08
C -2.350 1.471 -0.476 -4.81 -0.48 3.10
O -1.734 -1.202 -2.912 0.68 2.42 1.65
O -3.365 1.530 0.071 2.64 0.18 -1.51
H 2.950 1.822 -0.887 -0.08 0.36 -0.05
H 2.333 3.166 0.117 0.34 0.03 -0.24
H 3.210 3.501 -1.413 -0.34 -0.19 0.17
C 0.851 -1.467 -0.054 0.12 0.51 -0.77
N -0.353 -0.715 0.443 0.51 -1.03 1.33
C -0.053 -0.276 1.843 0.11 -0.05 0.07
N 0.269 -1.405 2.730 -0.37 -0.76 -1.68
C 1.434 -2.143 2.178 1.52 -0.21 0.92
N 1.176 -2.617 0.788 -3.21 1.50 1.95
C -0.004 -3.524 0.844 -0.13 -1.68 -0.44
N -1.207 -2.829 1.379 1.59 1.03 0.23
C -1.499 -1.676 0.530 0.00 -0.02 -0.33
C -0.881 -2.344 2.747 0.17 -0.32 -0.07
H 1.702 -0.774 -0.070 -0.16 -0.21 -0.01
H 0.632 -1.822 -1.067 0.11 0.04 0.14
H -0.929 0.239 2.248 0.10 -0.06 -0.11
H 0.778 0.434 1.839 -0.01 -0.18 -0.06
H 1.644 -3.019 2.813 -0.05 0.44 -0.29
H 2.299 -1.470 2.161 -0.15 -0.20 0.04
H -0.226 -3.870 -0.173 0.07 0.00 0.26
H 0.232 -4.381 1.497 -0.06 0.38 -0.36
H -2.363 -1.138 0.940 0.16 -0.16 -0.16
H -1.735 -2.051 -0.469 -0.03 0.14 0.12
H -0.637 -3.215 3.377 -0.13 0.44 -0.18
H -1.759 -1.822 3.147 0.19 -0.15 -0.01
```
Forces are in eV/Å.

Computed properties:
HOMO (spin up / spin down) in eV: -13.77 / -16.26
Multiplicity: 5
Electronic energy in hartree: -1468.6516
Gap between HOMO and LUMO (spin up / spin down) in eV: 7.387 / 5.456
Net charge: +2

Löwdin atomic charge list, values in e, 4 entries:
1. Cl 0.27
2. C -0.13
3. C -0.26
4. C -0.19



Calculated maximum force in order - 3.643, 3.090, 5.747 eV/A